# 1
Density functional theory data (wB97M-V/def2-TZVPD) for a cluster of 3 separate species, C3H12N2O4 in total in a non-equilibrium geometry.

Output
- SMILES: NC(=O)NCCO.O.O
- Kohn-Sham gap: 9.32 eV
- Total energy: -14475.8210 eV
- Energy above the lowest of the compared OMol25 structures with the same formula, charge and spin: 11.4 kcal/mol
- E_LUMO: 0.21 eV

Element x y z (Å)
C  -0.377369  0.161650  1.768613
C  1.078258  0.522659  1.334556
O  1.051665  1.391471  0.205846
N  -0.616012  -1.230746  1.416805
C  -0.964221  -1.667813  0.157890
N  -1.090945  -0.754700  -0.867024
O  -1.231859  -2.843072  -0.048871
H  -0.310666  0.096919  2.845624
H  -1.074495  0.943769  1.473253
H  1.544568  1.048285  2.176314
H  1.644447  -0.374629  1.097449
H  1.703141  1.116768  -0.449460
H  -0.960443  -1.941986  2.040025
H  -1.138764  -1.240072  -1.744288
H  -0.588084  0.117733  -0.798465
H  -0.648009  2.648143  -1.416154
H  -1.921663  2.142012  -0.486252
O  -1.403634  2.083197  -1.286598
H  1.503618  -0.453311  -3.109795
H  2.351396  -1.060376  -2.137646
O  1.449065  -0.705898  -2.171818

Cartesian forces (eV/Å) of the 2 atoms listed first:
2.1 -1.4 0.6
-0.6 0.8 0.1

# 2
Density functional theory data (wB97M-V/def2-TZVPD) for a cluster of 2 separate species, C3H12N2OS in total in a non-equilibrium geometry.

Output
- SMILES: NC[C@@H](N)CS.O
- Kohn-Sham gap: 9.53 eV
- Total energy: -19167.1683 eV
- Energy above the lowest of the compared OMol25 structures with the same formula, charge and spin: 36.3 kcal/mol
- E_LUMO: 0.52 eV

Element x y z (Å)
N  0.640393  0.524317  1.534606
C  0.369699  -0.360809  0.403673
C  -0.080865  -1.800778  0.824989
S  0.892866  -2.717389  2.025558
C  -0.628239  0.266809  -0.708342
N  -0.356816  1.708525  -0.986128
H  0.401702  1.481779  1.315513
H  -0.004259  0.390310  2.412248
H  1.254893  -0.420809  -0.350703
H  -1.092700  -1.682094  1.341505
H  -0.075516  -2.304663  -0.115043
H  1.884524  -2.023303  2.592442
H  -1.605998  0.061037  -0.233243
H  -0.639963  -0.355000  -1.601740
H  0.615695  1.839711  -1.147569
H  -0.953406  2.143173  -1.703162
H  -1.254340  4.685962  -3.588661
H  -0.804541  3.348199  -4.122348
O  -1.495069  4.006587  -4.271180

Cartesian forces (eV/Å) of the 2 atoms listed first:
-1.5 -0.3 2.1
0.6 0.6 -2.3

# 3
Density functional theory data (wB97M-V/def2-TZVPD) for a cluster of 2 separate species, C3H12N2OS in total in a non-equilibrium geometry.

Output
- SMILES: NC[C@@H](N)CS.O
- Kohn-Sham gap: 9.58 eV
- Total energy: -19167.9863 eV
- Energy above the lowest of the compared OMol25 structures with the same formula, charge and spin: 17.4 kcal/mol
- E_LUMO: 0.79 eV

Element x y z (Å)
N  0.038237  0.192942  1.725396
C  0.031800  -0.841191  0.680920
C  -1.196364  -1.733842  0.792712
S  -0.933442  -3.147333  1.997605
C  0.093091  -0.257150  -0.720636
N  1.195352  0.691531  -0.868271
H  -0.513001  -0.282103  2.436128
H  0.965442  0.359108  2.088197
H  0.916448  -1.514261  0.617484
H  -2.070344  -1.122276  1.015064
H  -1.354526  -2.279278  -0.150586
H  -0.719064  -2.640614  3.260769
H  -0.895799  0.211501  -0.969434
H  0.215235  -1.058818  -1.466616
H  0.965352  1.412645  -1.536747
H  1.435708  1.163517  -0.010113
H  1.019544  3.272260  -3.572323
H  0.106720  4.160114  -2.632390
O  0.699605  3.413240  -2.687165

Cartesian forces (eV/Å) of the 2 atoms listed first:
-0.7 -1.2 -0.3
1.0 -0.7 -1.6

# 4
Density functional theory data (wB97M-V/def2-TZVPD) for a cluster of 2 separate species, C3H12N2OS in total in a non-equilibrium geometry.

Output
- SMILES: NCNCCS.O
- Kohn-Sham gap: 9.88 eV
- Total energy: -19167.7191 eV
- Energy above the lowest of the compared OMol25 structures with the same formula, charge and spin: 23.6 kcal/mol
- E_LUMO: 0.87 eV

Element x y z (Å)
C  0.198055  0.253225  -0.504809
C  0.285833  1.540937  0.196880
S  -0.646830  2.848855  -0.534563
N  1.053056  -0.728527  0.074341
C  1.122565  -1.936281  -0.673634
N  -0.131082  -2.732032  -0.468871
H  -0.840083  -0.067104  -0.401709
H  0.397793  0.412492  -1.571606
H  1.372364  1.749207  0.200829
H  -0.022820  1.503257  1.251325
H  -1.757909  2.113652  -0.409043
H  2.000728  -0.421251  0.166322
H  1.400893  -1.780296  -1.730331
H  1.966088  -2.552431  -0.265827
H  -0.870414  -2.253197  -0.944141
H  -0.074110  -3.558848  -0.854823
H  -0.792677  -2.020615  1.374738
H  -0.412857  -1.722934  2.936400
O  -1.013781  -1.488373  2.181495

Cartesian forces (eV/Å) of the 2 atoms listed first:
-1.1 -0.5 -0.6
1.8 0.6 1.7

# 5
Density functional theory data (wB97M-V/def2-TZVPD) for a cluster of 2 separate species, C3H12N2S in total in a non-equilibrium geometry.

Output
- SMILES: CSC.NCN
- Kohn-Sham gap: 9.20 eV
- Total energy: -17119.9700 eV
- Energy above the lowest of the compared OMol25 structures with the same formula, charge and spin: 20.2 kcal/mol
- E_LUMO: 0.68 eV

Element x y z (Å)
C  -1.885676  -0.378397  -3.412701
S  -3.295312  -1.338475  -2.949098
C  -2.722329  -1.987931  -1.306928
H  -1.693455  0.395205  -2.673184
H  -2.043888  0.127391  -4.370514
H  -1.076723  -1.034937  -3.756963
H  -3.048731  -1.233185  -0.592315
H  -3.052691  -2.950175  -0.941587
H  -1.637660  -1.927680  -1.386651
N  1.999353  0.589948  3.425422
C  2.677322  1.485799  2.487632
N  1.898424  1.784343  1.341802
H  1.447937  -0.087347  2.924202
H  2.593160  0.018679  4.016420
H  2.896595  2.396228  3.091293
H  3.699765  1.149200  2.299985
H  2.306190  1.511274  0.459164
H  0.937722  1.480059  1.344025

Cartesian forces (eV/Å) of the 2 atoms listed first:
0.6 0.1 -1.1
-1.0 -1.1 0.3

# 6
Density functional theory data (wB97M-V/def2-TZVPD) for a cluster of 2 separate species, C3H12N3 in total in a non-equilibrium geometry.

Output
- Net charge: +1
- Kohn-Sham gap (alpha / beta): 8.80 / 7.79 eV
- Total energy: -7765.3462 eV
- Energy above the lowest of the compared OMol25 structures with the same formula, charge and spin: 121.9 kcal/mol
- E_LUMO (alpha / beta): -4.36 / -4.98 eV

Element x y z (Å)
C  1.253783  1.594988  -0.172123
C  1.591835  -1.466086  -0.223801
C  -1.728914  -0.344249  0.567162
N  -2.133636  -0.055878  -0.726529
N  -0.525165  0.382928  0.908375
N  0.407264  0.441674  -0.064227
H  2.194983  1.295689  -0.703871
H  0.749814  2.447486  -0.615398
H  1.632062  1.955617  0.805681
H  0.731296  -1.880180  -0.827883
H  2.214453  -0.839398  -0.822553
H  1.741926  -1.992185  0.696238
H  -1.514532  -1.390031  0.736477
H  -2.564227  -0.023138  1.293567
H  -2.353427  -0.873678  -1.292825
H  -2.620603  0.737864  -0.839081
H  -0.344941  0.760891  1.903277
H  -0.151832  0.230631  -0.914233

Cartesian forces (eV/Å) of the 2 atoms listed first:
2.2 0.6 0.6
-3.5 1.3 -1.8

# 7
Density functional theory data (wB97M-V/def2-TZVPD) for a cluster of 2 separate species, C3H12N3O in total in a non-equilibrium geometry.

Output
- Net charge: +1
- Kohn-Sham gap: 10.31 eV
- Total energy: -9814.5374 eV
- Energy above the lowest of the compared OMol25 structures with the same formula, charge and spin: 98.6 kcal/mol
- E_LUMO: -3.62 eV

Element x y z (Å)
C  0.656658  0.168641  1.542771
C  0.645562  1.070299  -0.855185
C  -0.143834  0.502874  0.273566
N  0.582418  -2.139233  -0.522158
N  -1.398832  0.356327  0.405254
N  -2.402373  0.632403  -0.519637
O  1.927124  1.273141  -0.449303
H  0.046343  0.358015  2.435332
H  0.653800  -0.979478  1.565546
H  1.615688  0.742905  1.429287
H  0.189958  1.958075  -1.272554
H  0.582818  0.219412  -1.615745
H  0.337836  -2.411956  -1.427438
H  0.461212  -2.800022  0.166048
H  -1.763786  -0.100763  1.126804
H  -3.341542  0.273904  -0.357408
H  1.524272  -1.830601  -0.445033
H  -2.224567  0.683371  -1.517305
H  2.051253  2.022692  0.037151

Cartesian forces (eV/Å) of the 2 atoms listed first:
-0.9 -1.2 -0.7
-1.5 -1.4 -1.0

# 8
Density functional theory data (wB97M-V/def2-TZVPD) for a cluster of 2 separate species, C3H12N3O in total.

Output
- Net charge: +1
- Kohn-Sham gap: 10.55 eV
- Total energy: -9817.3245 eV
- Energy above the lowest of the compared OMol25 structures with the same formula, charge and spin: 34.3 kcal/mol
- E_LUMO: -3.00 eV

Element x y z (Å)
C  2.278492  0.515742  -0.033070
O  3.345802  1.388562  0.240433
C  1.184606  1.396807  -0.597532
N  0.063235  0.556451  -1.131464
H  1.932226  0.011185  0.877878
H  2.554709  -0.254753  -0.763051
H  4.018419  0.916197  0.741118
H  0.756196  2.048050  0.154892
H  1.573685  2.006244  -1.405898
H  -0.350153  -0.131424  -0.416280
H  0.356669  -0.007263  -1.932005
H  -0.696122  1.144071  -1.473638
N  -3.531347  -1.047716  0.465867
C  -2.383146  -1.585695  0.899146
N  -1.236296  -1.349574  0.360722
H  -4.411394  -1.358114  0.836742
H  -3.531656  -0.489374  -0.369809
H  -2.494087  -2.228329  1.771547
H  -0.532604  -1.887373  0.861930

Cartesian forces (eV/Å) of the 2 atoms listed first:
0.0 0.0 0.2
0.0 -0.1 0.0